Entry 1:
Formula: H5NO2SSi
Source: the OMol25 dataset
Level of theory: ωB97M-V/def2-TZVPD

For the highest occupied orbital energy, the calculation gives -9.92 eV. Its LUMO energy is -0.4 eV. The frontier orbital gap comes out at 9.51 eV. The largest force on an atom is 4.5 eV/Å. Its spin multiplicity is 1.

Last columns: bonded neighbours and bond lengths (Å).
Element x y z (Å)
1 N 0.729 -0.412 0.689  Si4 1.739, H6 0.934, H7 1.035
2 O 3.143 1.375 -0.300  S5 1.456
3 O 3.358 -1.038 -0.644  S5 1.438
4 Si -0.406 0.419 -0.335  N1 1.739, H8 1.473, H9 1.375, H10 1.471
5 S 3.269 0.051 0.291  O2 1.456, O3 1.438
6 H 0.961 -1.316 0.673  N1 0.934
7 H 0.758 0.156 1.553  N1 1.035
8 H -1.191 0.735 0.871  Si4 1.473
9 H 0.289 1.458 -0.907  Si4 1.375
10 H -1.309 -0.376 -1.181  Si4 1.471

natural (NBO) atomic charge list, values in e, 5 entries: -1.2721 -0.8630 -0.8715 1.0916 1.6633



Entry 2:
Formula: H5NO2Si
Source: the OMol25 dataset
Level of theory: ωB97M-V/def2-TZVPD

For the highest occupied orbital energy, the calculation gives -10.81 eV. Its LUMO energy is -0.1 eV. The frontier orbital gap comes out at 10.72 eV. The largest force on an atom is 2.5 eV/Å. As for the SMILES: O=[SiH]O.N. Its spin multiplicity is 1.

Last columns: bonded neighbours and bond lengths (Å).
Element x y z (Å)
1 O 1.916 1.275 0.020  Si2 1.503
2 Si 1.811 -0.155 -0.430  O1 1.503, O3 1.622, H4 1.408
3 O 0.732 -1.271 0.041  Si2 1.622, H5 1.008
4 H 2.822 -0.973 -0.969  Si2 1.408
5 H -0.239 -1.037 -0.091  O3 1.008
6 N -1.831 0.496 0.070  H7 1.051, H8 1.019, H9 1.059
7 H -2.463 1.216 0.502  N6 1.051
8 H -0.837 0.718 0.060  N6 1.019
9 H -1.910 -0.270 0.797  N6 1.059

natural (NBO) atomic charge list, values in e, 5 entries: -1.1645 1.9958 -1.1047 -0.2529 0.5238



Entry 3:
Formula: H5NS
Source: the OMol25 dataset
Level of theory: ωB97M-V/def2-TZVPD

For the highest occupied orbital energy, the calculation gives -9.52 eV. Its LUMO energy is 0.8 eV. The frontier orbital gap comes out at 10.28 eV. The largest force on an atom is 3.4 eV/Å. As for the SMILES: N.S. Its spin multiplicity is 1.

Last columns: bonded neighbours and bond lengths (Å).
Element x y z (Å)
1 N -0.824 -0.832 0.344  H2 0.999, H3 1.002, H4 1.006
2 H -1.373 -1.512 0.827  N1 0.999
3 H -1.098 -0.563 -0.581  N1 1.002
4 H 0.124 -0.618 0.604  N1 1.006
5 S 1.824 0.925 -0.146  H6 1.501, H7 1.367
6 H 0.334 1.038 -0.003  S5 1.501
7 H 1.015 1.562 -1.044  S5 1.367

natural (NBO) atomic charge list, values in e, 5 entries: -1.1321 0.3832 0.3706 0.3857 -0.3665



Entry 4:
Formula: H5NSSi
Source: the OMol25 dataset
Level of theory: ωB97M-V/def2-TZVPD

For the highest occupied orbital energy (alpha / beta), the calculation gives -8.39 / -7.45 eV. Its LUMO energy (alpha / beta) is -0.6 / -0.9 eV. The frontier orbital gap (alpha / beta) comes out at 7.77 / 6.54 eV. The largest force on an atom is 1.8 eV/Å. Its spin multiplicity is 1.

Last columns: bonded neighbours and bond lengths (Å).
Element x y z (Å)
1 N 0.013 2.359 0.131  S3 1.691, H4 1.011, H5 1.010
2 Si 0.021 -1.916 -0.127  H6 1.446, H7 1.446, H8 1.450
3 S -0.154 1.345 -1.211  N1 1.691
4 H 0.888 2.258 0.627  N1 1.011
5 H -0.781 2.337 0.754  N1 1.010
6 H -1.296 -1.873 0.470  Si2 1.446
7 H 0.160 -2.532 -1.428  Si2 1.446
8 H 1.149 -1.979 0.783  Si2 1.450

natural (NBO) atomic charge list, values in e, 5 entries: -0.9355 0.5781 0.0813 0.3743 0.3725